[1]
Computed, not measured: the molecule C4H4O3, with ωB97M-V/def2-TZVPD.

Geometry as ORCA input:
```
! wB97M-V def2-TZVPD RIJCOSX def2/J DEFGRID3
* xyz 0 1
O 0.09 -2.25 -0.84
C -0.16 -1.09 -1.04
C 0.16 -0.02 -0.03
C 0.40 1.37 -0.54
O 0.25 1.67 -1.70
C -0.35 -0.20 1.35
O 1.01 -0.38 1.05
H -0.66 -0.74 -1.96
H 0.75 2.09 0.22
H -0.60 0.67 1.95
H -0.90 -1.11 1.55
*
```

Its HOMO-LUMO gap is 10.42 eV. The value obtained for the HOMO energy is -10.12 eV. For the strongest force on any atom, the calculation gives 0.649 eV/A. Its structure (SMILES) is O=CC1(C=O)CO1. For the LUMO energy, the calculation gives 0.3 eV. As for the total energy: -380.465367 Eh.



[2]
Computed, not measured: a cluster of 2 separate species, C3H11N3 in total, with ωB97M-V/def2-TZVPD.

Geometry as ORCA input:
```
! wB97M-V def2-TZVPD RIJCOSX def2/J DEFGRID3
* xyz 0 1
C 0.81 1.25 2.59
C -0.08 1.10 1.58
N -0.95 0.06 1.45
H 0.81 0.42 3.29
H 1.20 2.24 2.76
H -0.31 2.00 1.01
H -1.12 -0.52 2.24
H -1.27 -0.28 0.57
N 0.68 -1.16 -0.69
C 0.28 -0.20 -1.74
N -0.90 -0.44 -2.53
H 0.15 -2.00 -0.91
H 1.65 -1.37 -0.84
H 0.42 0.82 -1.33
H 1.12 -0.10 -2.47
H -0.77 -1.29 -3.04
H -1.71 -0.52 -1.93
*
```

Its HOMO-LUMO gap is 8.82 eV. The value obtained for the HOMO energy is -7.88 eV. For the strongest force on any atom, the calculation gives 3.135 eV/A. Its structure (SMILES) is C=CN.NCN. For the LUMO energy, the calculation gives 0.9 eV. As for the total energy: -285.104844 Eh.



[3]
Computed, not measured: the molecule C3H4N4O, with ωB97M-V/def2-TZVPD.

Geometry as ORCA input:
```
! wB97M-V def2-TZVPD RIJCOSX def2/J DEFGRID3
* xyz 0 1
H 3.55 -0.46 -0.08
N 2.60 -0.99 -0.07
C 2.03 0.21 -0.06
N 0.66 0.44 0.05
C -0.21 1.48 0.03
N -1.50 1.14 -0.02
C -1.51 -0.33 -0.03
O -2.48 -1.12 -0.08
N -0.15 -0.67 0.18
H 2.64 1.13 0.07
H 0.23 2.41 -0.18
H 0.32 -1.71 0.23
*
```

Its HOMO-LUMO gap is 9.12 eV. The value obtained for the HOMO energy is -9.33 eV. For the strongest force on any atom, the calculation gives 5.052 eV/A. Its structure (SMILES) is [H]/N=C/n1cnc(=O)[nH]1. For the LUMO energy, the calculation gives -0.2 eV. As for the total energy: -410.906618 Eh.



[4]
Computed, not measured: a structure of composition C19H8BrCl5N5ORuS3, with ωB97M-V/def2-TZVPD.

Geometry as ORCA input:
```
! wB97M-V def2-TZVPD RIJCOSX def2/J DEFGRID3
* xyz 1 5
Ru 0.81 0.05 -0.14
S 0.99 0.47 2.15
C 2.65 0.30 2.39
C 3.04 0.35 3.79
N 3.21 0.44 4.93
C 3.63 0.24 1.38
S 3.24 0.24 -0.23
C 5.01 0.25 1.79
N 6.10 0.30 2.14
O 0.87 2.84 -5.79
C 0.96 2.17 -4.63
C 1.09 0.78 -4.57
C 1.07 0.20 -3.32
N 0.94 0.87 -2.17
C 0.94 2.21 -2.27
Br 1.01 3.16 -0.65
C 0.93 2.92 -3.45
H 0.82 2.25 -6.54
H 1.16 0.18 -5.47
H 1.14 -0.88 -3.22
H 0.90 3.99 -3.50
Cl -1.33 -1.53 -2.22
C -2.11 -0.47 -1.05
C -1.35 0.32 -0.17
C -2.12 1.16 0.67
Cl -1.42 2.34 1.74
C -3.53 1.15 0.66
Cl -4.44 2.09 1.78
C -4.21 0.32 -0.20
Cl -5.92 0.28 -0.23
C -3.50 -0.46 -1.10
Cl -4.33 -1.46 -2.21
S 1.15 -2.38 0.14
C 0.35 -2.53 1.65
N -1.02 -2.49 1.63
C -1.75 -2.34 2.74
C -1.09 -2.40 3.93
C 0.26 -2.65 3.89
N 1.00 -2.66 2.79
H -1.48 -2.44 0.73
H -2.81 -2.18 2.59
H -1.67 -2.25 4.84
H 0.82 -2.74 4.79
*
```

The expectation value of S² is 6.034. Its HOMO-LUMO gap (spin up / spin down) is 7.07 / 5.81 eV. The value obtained for the HOMO energy (spin up / spin down) is -11.11 / -11.93 eV. For the strongest force on any atom, the calculation gives 1.631 eV/A. For the LUMO energy (spin up / spin down), the calculation gives -4.0 / -6.1 eV. As for the total energy: -7242.001677 Eh.



[5]
Computed, not measured: the molecule C8H12O4, with ωB97M-V/def2-TZVPD.

Geometry as ORCA input:
```
! wB97M-V def2-TZVPD RIJCOSX def2/J DEFGRID3
* xyz 0 1
C 0.06 -0.67 -3.24
C -0.01 -0.57 -1.75
C 0.02 -1.67 -0.95
O -0.01 -2.99 -1.33
C -0.07 -1.21 0.40
O -0.22 -1.96 1.35
C -0.23 0.31 0.35
C -1.63 0.74 0.91
C 0.94 1.00 1.06
C 0.83 1.03 2.61
O 0.99 2.37 0.60
O -0.17 0.60 -1.07
H 0.91 -0.10 -3.61
H 0.13 -1.72 -3.58
H -0.85 -0.26 -3.71
H -0.03 -3.45 -0.47
H -1.69 1.83 0.99
H -1.83 0.28 1.90
H -2.38 0.48 0.21
H 1.86 0.52 0.76
H 0.02 1.69 2.93
H 0.65 0.02 3.01
H 1.77 1.37 3.01
H 0.93 2.38 -0.39
*
```

Its HOMO-LUMO gap is 9.28 eV. The value obtained for the HOMO energy is -8.68 eV. For the strongest force on any atom, the calculation gives 2.052 eV/A. Its structure (SMILES) is CC1=C(O)C(=O)[C@@](C)([C@H](C)O)O1. For the LUMO energy, the calculation gives 0.6 eV. As for the total energy: -612.979456 Eh.



[6]
Computed, not measured: the molecule C5H7NO2, with ωB97M-V/def2-TZVPD.

Geometry as ORCA input:
```
! wB97M-V def2-TZVPD RIJCOSX def2/J DEFGRID3
* xyz 0 1
C 3.28 0.44 0.03
N 2.29 -0.56 -0.15
C 1.03 -0.11 -0.13
C -0.13 -0.90 0.27
C -1.46 -0.50 -0.09
O -2.46 -1.27 -0.17
C -1.98 0.84 0.05
O -1.44 1.87 0.00
H 2.89 1.44 0.08
H 3.91 0.66 0.91
H 3.96 0.27 -0.80
H 2.48 -1.51 0.25
H 0.70 0.92 -0.27
H -0.06 -2.02 0.93
H -3.16 0.73 0.54
*
```

Its HOMO-LUMO gap is 8.43 eV. The value obtained for the HOMO energy is -8.62 eV. For the strongest force on any atom, the calculation gives 6.394 eV/A. Its structure (SMILES) is CN/C=C/C(=O)C=O. For the LUMO energy, the calculation gives -0.2 eV. As for the total energy: -399.820670 Eh.



[7]
Computed, not measured: a structure of composition C3H3NO, with ωB97M-V/def2-TZVPD.

Geometry as ORCA input:
```
! wB97M-V def2-TZVPD RIJCOSX def2/J DEFGRID3
* xyz 0 1
C 0.45 -0.40 -0.18
C 1.49 -0.65 0.73
C -1.19 0.63 -0.47
N 1.28 -1.39 -0.43
O 2.16 -0.56 1.70
H -1.51 0.75 0.52
H -1.92 0.15 -1.00
H -0.78 1.48 -0.86
*
```

Its HOMO-LUMO gap is 9.58 eV. The value obtained for the HOMO energy is -9.21 eV. For the strongest force on any atom, the calculation gives 5.580 eV/A. For the LUMO energy, the calculation gives 0.4 eV. As for the total energy: -245.967785 Eh.